{"formula": "C2F2O2S", "method": "wB97M-V/def2-TZVPD", "symbols": ["C", "C", "O", "O", "F", "F", "S"], "coordinates": [[0.1535, -0.3974, -0.7072], [-1.3483, 0.2508, 0.6998], [-0.6280, 0.0419, 1.6095], [0.9451, 0.4140, -0.7912], [-0.0826, -1.6050, -0.3771], [2.6811, 0.2510, -0.5356], [-2.5864, 0.8069, -0.1006]], "mulliken_charge": [0.5460, 0.5624, -0.3380, 0.0027, -0.0787, -0.4932, -0.2011], "multiplicity": 1, "orbital_gap_ha": [0.281, 0.281], "total_charge": 0, "lumo_energy_ev": [-2.5, -2.5]}

---

{"formula": "C6H14NOP", "method": "wB97M-V/def2-TZVPD", "symbols": ["C", "C", "C", "C", "C", "C", "N", "O", "P", "H", "H", "H", "H", "H", "H", "H", "H", "H", "H", "H", "H", "H", "H"], "coordinates": [[-1.8753, 1.9329, 0.3816], [-1.9482, -1.3949, -0.6813], [3.2004, -0.9763, 0.6383], [-1.2980, 1.0502, -0.7114], [-0.9245, -0.3656, -0.1698], [1.9592, -0.1232, 0.4094], [2.2299, 1.0154, -0.4226], [1.4629, 1.9901, -0.2803], [0.6682, -1.1042, -0.6593], [-2.7746, 1.4837, 0.8434], [-1.3315, 2.2353, 1.2115], [-2.2930, 2.7111, -0.1378], [-3.0271, -0.9528, -0.5434], [-1.7393, -1.6270, -1.6776], [-1.8431, -2.2409, -0.0350], [3.6824, -0.7725, 1.6692], [2.9572, -2.0174, 0.5723], [3.8958, -0.7505, -0.1134], [-0.4110, 1.4352, -1.2379], [-1.9772, 0.8975, -1.5406], [-0.8725, -0.2710, 0.9622], [1.4295, 0.1482, 1.4818], [0.8299, -2.3033, 0.0405]], "mulliken_charge": [-1.4247, -1.7474, -1.2853, -0.6396, 0.4661, 0.4399, -0.2318, -0.2996, -0.2653, 0.3642, 0.3847, 0.4454, 0.3211, 0.5118, 0.5132, 0.2754, 0.3431, 0.4147, 0.4232, 0.3960, 0.2602, 0.3622, -0.0274], "multiplicity": 1, "orbital_gap_ha": 0.323, "total_charge": 0, "lumo_energy_ev": -0.2, "smiles": "CC[C@@H](C)P[C@@H](C)N=O"}

---

For each record above, in turn, the calculated energy relative to the best compared isomer or geometry (same formula, charge and spin) values are 40.2 81.1 kcal per mole.
For each record above, in turn, the calculated electronic energy values are -824.39752 -708.21077 hartree.